1.
Computed, not measured: 4 unconnected molecules or ions with the total composition C2H11O4 in a non-equilibrium geometry, with ωB97M-V/def2-TZVPD.

- Lowest unoccupied orbital energy: 4.10 eV
- Relative energy (zero: lowest compared OMol25 entry of this formula, charge and spin): 0.3833 eV
- Gap between HOMO and LUMO: 8.2 eV
- DFT total energy: -10443.5057 eV
- Highest occupied orbital energy: -4.1249 eV
- Total charge: -1

XYZ file:
```
17
Properties=species:S:1:pos:R:3:forces:R:3:lowdin_charge:R:1
C 0.1550 -0.8579 -1.4088 1.2 -1.1 -0.4 -0.502
O 0.5201 -0.3002 -0.2269 -0.6 0.9 0.5 -0.339
C 0.2406 0.0337 -2.6672 -0.5 -1.2 0.5 -0.114
H 0.8579 -1.6739 -1.6802 0.4 -0.1 0.1 0.083
H -0.7616 -1.4824 -1.3768 -0.6 0.7 0.0 0.096
H 0.1186 -0.7018 -3.4683 0.0 0.3 -0.4 0.051
H -0.5544 0.7679 -2.7330 0.1 0.4 0.0 0.046
H 1.2475 0.4366 -2.7023 0.0 0.4 -0.1 0.060
H -2.1095 1.2552 -0.1135 -0.1 0.2 0.2 0.024
H -0.6645 0.8116 0.0265 0.6 0.1 0.0 -0.003
O -1.2678 1.6093 0.1903 -0.3 -0.3 -0.4 -0.129
H 0.2718 -1.7857 2.3918 -0.2 -0.2 0.1 0.001
H 0.1101 -1.3008 0.9788 -0.3 -0.4 -0.5 -0.020
O -0.1942 -2.0498 1.5893 0.4 0.4 0.3 -0.147
H 0.0052 1.7882 1.5964 -0.2 0.0 0.5 -0.010
H 1.2107 0.9884 1.4377 0.1 -0.3 0.2 0.008
O 0.7321 1.4464 2.1479 0.2 0.2 -0.6 -0.105
```
Positions in Å, forces in eV/Å.



2.
Computed, not measured: 4 unconnected molecules or ions with the total composition C2H11O4 in a non-equilibrium geometry, with ωB97M-V/def2-TZVPD.

- Spin multiplicity: 2
- Lowest unoccupied orbital energy (alpha / beta): 0.37 / -3.74 eV
- Relative energy (zero: lowest compared OMol25 entry of this formula, charge and spin): 0.8126 eV
- Gap between HOMO and LUMO (alpha / beta): 11.3 / 7.2 eV
- DFT total energy: -10439.2338 eV
- Highest occupied orbital energy (alpha / beta): -10.9495 / -10.9496 eV
- Total charge: 0

XYZ file:
```
17
Properties=species:S:1:pos:R:3:forces:R:3:lowdin_spin:R:1
C -0.7113 0.5016 0.3374 0.0 0.6 0.7 0.096
O -0.1768 -0.3557 -0.6204 -0.3 1.2 1.1 0.770
C -0.1752 0.3217 1.7314 2.3 -2.3 1.4 0.003
H -0.5503 1.5469 -0.0277 -0.5 -0.5 -0.1 0.039
H -1.8011 0.2882 0.4364 0.3 0.4 -0.8 0.047
H 0.9121 0.0766 1.7172 -0.3 0.6 -0.4 0.001
H -0.2320 1.0497 2.5570 -0.7 0.2 -0.9 -0.001
H -0.4760 -0.6744 2.1347 -0.5 0.8 -0.2 0.001
H -1.4418 -0.7325 -1.4370 -1.9 0.1 -1.3 0.006
H -2.7425 0.0914 -1.8886 0.4 -0.3 0.0 0.001
O -2.3769 -0.8015 -1.8150 0.7 -0.1 0.4 0.030
H 1.1878 1.4858 -1.5617 0.7 0.2 -0.1 0.001
H 2.2193 1.4436 -0.4417 0.1 0.3 -0.6 0.000
O 2.0919 1.7869 -1.3462 -0.8 -0.5 0.6 0.008
H 2.2249 -2.1020 0.1033 -0.4 -0.1 0.0 0.000
H 0.7507 -1.5566 -0.0753 1.4 -1.9 0.5 -0.001
O 1.2971 -2.3696 0.1963 -0.4 1.3 -0.3 -0.001
```
Positions in Å, forces in eV/Å.



3.
Computed, not measured: a molecular structure, C2H12BrCdO4, with ωB97M-V/def2-TZVPD.

- Lowest unoccupied orbital energy: -9.17 eV
- Gap between HOMO and LUMO: 3.7 eV
- DFT total energy: -85056.1446 eV
- Highest occupied orbital energy: -12.9067 eV
- Total charge: +1

XYZ file:
```
20
Properties=species:S:1:pos:R:3:forces:R:3:lowdin_charge:R:1
Cd -10.3839 -3.6194 5.0675 0.2 -0.5 -0.4 1.255
Br -10.1295 -5.8162 4.0366 -0.2 0.7 0.4 0.124
C -6.3947 -10.1062 2.9046 -0.2 -0.3 -0.2 -0.083
C -6.6751 -8.8177 3.6234 0.3 0.4 0.1 -0.308
O -8.0042 -8.8340 4.1527 -0.4 -0.3 0.0 -0.101
H -7.1937 -10.3275 2.1930 0.1 0.1 0.0 0.079
H -6.3327 -10.9390 3.6047 0.0 0.0 0.0 0.081
H -5.4588 -10.0351 2.3513 0.0 0.0 0.1 0.081
H -6.5451 -7.9635 2.9514 0.0 0.0 0.0 0.112
H -5.9743 -8.6929 4.4554 0.0 0.1 -0.1 0.112
H -8.4146 -7.9763 4.0469 0.2 0.1 0.0 -0.020
O -7.5501 -4.4351 1.9393 0.1 0.3 0.2 -0.068
H -8.1962 -4.8987 2.4740 -0.1 -0.2 -0.2 -0.094
H -8.0327 -4.1035 1.1763 0.0 -0.1 -0.1 0.044
O -10.9682 -9.2248 3.1556 -0.1 -0.1 -0.1 -0.050
H -10.8779 -8.2810 3.2916 -0.1 0.0 0.0 -0.073
H -10.0672 -9.5671 3.1946 0.1 0.0 0.1 0.024
O -11.7803 -4.3600 1.2889 0.3 0.4 0.1 -0.075
H -12.7024 -4.1763 1.0889 -0.1 -0.1 0.0 0.048
H -11.7597 -4.7389 2.1681 -0.3 -0.3 0.0 -0.088
```
Positions in Å, forces in eV/Å.



4.
Computed, not measured: a molecular structure, C2H12Li3N4O5 in a non-equilibrium geometry, with ωB97M-V/def2-TZVPD.

- Lowest unoccupied orbital energy: -3.69 eV
- Relative energy (zero: lowest compared OMol25 entry of this formula, charge and spin): 0.0000 eV
- Gap between HOMO and LUMO: 8.3 eV
- DFT total energy: -19082.4469 eV
- Highest occupied orbital energy: -11.9637 eV
- Total charge: +1

XYZ file:
```
26
Properties=species:S:1:pos:R:3:forces:R:3:lowdin_charge:R:1
Li -1.9623 -0.1630 -0.1471 0.6 0.0 0.0 0.794
Li 1.8442 0.9275 -0.2871 0.0 0.9 -1.1 0.714
Li 0.2867 1.2478 -2.3744 1.3 0.5 0.9 0.766
O 2.1185 1.9134 -1.9469 -1.0 -1.3 0.5 -0.601
H 2.8875 1.3520 -2.0980 0.1 0.4 -0.5 -0.118
O -0.1668 0.7765 -0.4633 -0.5 -0.6 0.0 -0.594
H 0.0567 -0.0626 -0.0338 -0.1 -0.2 -0.3 -0.102
O 2.8515 -0.7809 -0.5427 -0.3 -0.2 0.6 -0.079
H 2.8499 -1.2558 0.2977 0.2 -0.1 0.0 0.067
H 3.3955 -1.3193 -1.1255 0.1 0.2 -0.2 0.075
C -0.8450 -3.0786 -0.3321 1.4 -0.1 0.0 -0.617
O -1.3248 -1.9505 -0.1329 -0.7 0.0 -0.1 -0.100
N -0.7402 -4.0063 0.6530 -0.4 0.4 -0.4 0.188
N -0.2319 -3.3821 -1.5141 -0.6 0.3 0.9 0.186
H -0.2547 -4.8716 0.4954 -0.2 -0.1 0.0 0.115
H -1.3948 -3.9418 1.4139 0.2 0.0 0.1 0.124
H -0.1631 -2.6208 -2.1629 0.2 -0.2 -0.2 0.112
H 0.3229 -4.2136 -1.6056 0.0 0.0 -0.3 0.114
C -1.3755 3.4552 1.8772 0.2 0.3 0.5 -0.680
O -1.7589 4.1443 2.8031 0.1 -0.2 -0.2 0.045
N -1.4108 3.8894 0.5784 -0.1 0.0 0.3 0.157
N -0.8210 2.2095 2.0660 -0.4 -0.2 -0.3 0.135
H -1.3176 3.2605 -0.1946 0.1 0.1 -0.1 0.070
H -1.7683 4.8216 0.4736 -0.1 -0.1 -0.3 0.110
H -0.4212 1.7088 1.2847 0.1 0.1 0.1 0.016
H -0.6564 1.9406 3.0181 0.0 0.0 0.0 0.103
```
Positions in Å, forces in eV/Å.



5.
Computed, not measured: 3 unconnected molecules or ions with the total composition C2H12N2O2 in a non-equilibrium geometry, with ωB97M-V/def2-TZVPD.

- Lowest unoccupied orbital energy: 0.76 eV
- Relative energy (zero: lowest compared OMol25 entry of this formula, charge and spin): 0.6491 eV
- Gap between HOMO and LUMO: 10.3 eV
- DFT total energy: -9343.5537 eV
- Highest occupied orbital energy: -9.5393 eV
- SMILES string: CNCN.O.O
- Total charge: 0

XYZ file:
```
18
Properties=species:S:1:pos:R:3:forces:R:3:lowdin_charge:R:1
C 1.1675 1.8556 0.8203 0.4 -0.4 0.1 -0.110
N 0.0519 0.9441 0.5512 0.0 0.7 0.2 -0.138
C 0.3409 -0.4748 0.5124 0.2 0.4 -1.0 -0.319
N 0.6815 -0.9728 -0.8067 -0.1 -0.6 -0.1 0.006
H 1.4286 2.4747 -0.0341 -0.2 0.1 -0.1 0.070
H 0.9819 2.4875 1.6898 -0.1 0.1 -0.2 0.078
H 2.0723 1.2852 1.0628 -0.1 -0.1 0.0 0.072
H -0.7171 1.1650 1.1690 0.1 -0.3 0.1 0.103
H -0.5846 -0.9538 0.8070 0.0 -0.4 0.4 0.108
H 1.2110 -0.7553 1.1153 -0.4 0.0 0.5 0.117
H 0.0554 -0.6962 -1.5487 0.0 0.2 0.1 0.076
H 1.6393 -0.8472 -1.0949 0.0 0.1 0.1 0.072
O -0.9218 -3.6745 -0.4183 -0.2 0.2 -0.2 -0.072
H -0.4888 -2.8065 -0.4406 0.3 -0.3 0.0 -0.021
H -0.6834 -4.0873 0.4122 0.1 0.1 0.1 0.026
O -2.2552 2.0039 -1.1242 -0.1 0.0 0.0 -0.075
H -1.4721 1.5557 -0.7729 0.2 0.0 0.0 -0.020
H -2.5075 1.4967 -1.8997 -0.1 0.0 0.0 0.026
```
Positions in Å, forces in eV/Å.



6.
Computed, not measured: 3 unconnected molecules or ions with the total composition C2H12N2O2 in a non-equilibrium geometry, with ωB97M-V/def2-TZVPD.

- Lowest unoccupied orbital energy: 0.37 eV
- Relative energy (zero: lowest compared OMol25 entry of this formula, charge and spin): 0.8198 eV
- Gap between HOMO and LUMO: 9.1 eV
- DFT total energy: -9343.3830 eV
- Highest occupied orbital energy: -8.7421 eV
- SMILES string: NCCN.O.O
- Total charge: 0

XYZ file:
```
18
Properties=species:S:1:pos:R:3:forces:R:3:lowdin_charge:R:1
N -0.5532 -1.8904 -0.1117 -0.3 -1.0 0.6 -0.010
C 0.7386 -1.7867 -0.7517 -1.0 0.6 -0.9 -0.294
C 1.3590 -0.4061 -0.6268 0.6 0.5 -0.9 -0.287
N 0.4983 0.5325 -1.3789 0.7 -0.8 0.0 -0.008
H -1.3106 -1.3149 -0.4336 0.2 0.2 -0.3 0.041
H -0.5726 -1.8966 0.8970 0.3 0.1 0.0 0.058
H 0.5413 -1.8510 -1.8296 0.0 0.0 0.1 0.106
H 1.3486 -2.6711 -0.5950 0.3 0.2 0.8 0.102
H 1.5946 -0.0240 0.3741 -0.3 -0.5 0.3 0.090
H 2.3093 -0.3969 -1.1669 0.1 -0.1 0.0 0.103
H 0.9973 1.3969 -1.5158 -0.4 0.3 0.1 0.060
H -0.3896 0.6366 -0.9247 -0.2 0.5 0.2 0.030
O -2.2752 0.5298 1.2320 -0.2 0.2 -0.3 -0.048
H -2.2355 0.7039 2.1728 0.2 0.0 0.3 0.041
H -3.1249 0.9075 0.9772 0.0 -0.1 -0.1 0.047
O 0.4182 2.8578 1.3616 0.0 0.4 0.2 -0.058
H 1.0575 2.1430 1.3407 -0.1 -0.2 -0.1 0.015
H -0.4012 2.5296 0.9792 0.1 -0.3 0.0 0.010
```
Positions in Å, forces in eV/Å.



7.
Computed, not measured: 3 unconnected molecules or ions with the total composition C2H12N2O2 in a non-equilibrium geometry, with ωB97M-V/def2-TZVPD.

- Spin multiplicity: 2
- Lowest unoccupied orbital energy (alpha / beta): -3.19 / -8.49 eV
- Relative energy (zero: lowest compared OMol25 entry of this formula, charge and spin): 0.3990 eV
- Gap between HOMO and LUMO (alpha / beta): 11.7 / 6.2 eV
- DFT total energy: -9334.8409 eV
- Highest occupied orbital energy (alpha / beta): -14.8991 / -14.6991 eV
- Total charge: +1

XYZ file:
```
18
Properties=species:S:1:pos:R:3:forces:R:3:lowdin_spin:R:1
C 1.8416 -0.7364 -0.0510 0.0 0.6 0.4 0.083
C 0.4729 -1.2520 -0.6169 0.0 -0.4 -1.0 0.129
N -0.3585 -0.2344 -1.1393 -1.2 -1.2 1.7 0.631
N 1.7463 -0.2967 1.3244 0.2 0.1 -0.6 0.046
H 2.5191 -1.5664 -0.1510 0.1 -0.4 0.0 0.006
H 2.1963 0.0423 -0.7194 0.0 0.1 -0.1 0.005
H 0.6384 -2.0367 -1.3545 0.0 0.2 0.0 0.000
H -0.0568 -1.6635 0.2531 0.1 0.0 0.1 0.054
H -0.8490 0.2640 -0.3753 0.4 0.8 -0.6 0.014
H -1.0177 -0.4769 -1.8770 0.4 0.2 -0.6 0.019
H 2.4839 -0.7264 1.8624 -0.1 -0.2 0.4 0.003
H 1.8892 0.6970 1.4034 0.0 0.3 0.0 0.001
H -3.0931 1.1839 -0.1372 -0.6 -0.2 0.3 0.000
H -2.4969 1.1250 -1.4472 -0.8 0.0 -0.5 0.000
O -3.2715 0.7551 -0.9880 1.4 0.4 0.1 0.009
H -0.8427 2.4408 1.4261 -0.1 -0.3 0.0 0.000
H -0.6113 0.8931 1.4657 0.0 0.4 0.6 0.000
O -1.1902 1.5884 1.1218 0.2 -0.3 -0.4 -0.001
```
Positions in Å, forces in eV/Å.



8.
Computed, not measured: 4 unconnected molecules or ions with the total composition C2H12N2O3 in a non-equilibrium geometry, with ωB97M-V/def2-TZVPD.

- Spin multiplicity: 2
- Lowest unoccupied orbital energy (alpha / beta): -5.04 / -9.53 eV
- Relative energy (zero: lowest compared OMol25 entry of this formula, charge and spin): 3.8313 eV
- Gap between HOMO and LUMO (alpha / beta): 7.7 / 3.2 eV
- DFT total energy: -11379.9490 eV
- Highest occupied orbital energy (alpha / beta): -12.7370 / -12.7370 eV
- Total charge: +1

XYZ file:
```
19
Properties=species:S:1:pos:R:3:forces:R:3:lowdin_spin:R:1
C -1.1988 2.6928 -1.1675 2.5 0.9 -2.5 0.056
N -3.7318 1.5799 -0.8733 3.1 -0.5 -2.4 0.431
C -2.5408 0.7860 -1.2761 -3.6 2.6 0.3 0.037
N -1.4395 1.3177 -1.5791 -0.6 2.3 0.6 0.411
H -0.1387 2.8059 -1.5281 -1.1 0.8 -0.1 0.005
H -1.0931 2.9286 -0.1510 -0.6 -0.3 1.8 0.001
H -1.8800 3.5225 -1.6626 1.2 -1.9 0.5 0.037
H -3.6530 2.6203 -1.2095 -0.7 -2.4 1.2 0.009
H -4.5996 1.0322 -1.0382 0.4 1.0 0.2 0.007
H -2.7783 -0.1064 -1.7549 -0.6 -2.4 0.4 0.007
H 1.1596 2.0675 5.7970 0.1 0.1 0.3 0.000
H 1.3166 1.3001 4.5634 -1.4 -0.7 -3.1 0.000
O 1.7339 1.4347 5.3579 1.3 0.6 2.8 0.000
H 2.8902 -5.2587 -0.1333 -0.7 -0.6 -0.2 0.000
H 4.0067 -4.6906 0.4619 1.5 1.1 0.5 0.000
O 3.5088 -5.4769 0.5703 -0.8 -0.5 -0.4 0.000
H 3.6220 -2.8170 -1.3196 -1.0 -0.2 -0.3 0.000
H 2.0599 -2.5005 -1.5389 1.8 -1.6 0.1 0.000
O 2.7558 -3.2381 -1.5183 -0.8 1.7 0.2 0.000
```
Positions in Å, forces in eV/Å.